#1
The following is a quantum chemistry calculation of a 2-piece molecular cluster, C3H2N2O2 overall, from OMol25.

Last columns: bonded neighbours and bond lengths (Å).
Cartesian coordinates (Å):
1 H -1.38151 -1.91111 -0.11030  C3 1.084
2 N 0.53295 -1.10077 -0.52114  C3 1.303, C4 1.390
3 C -0.75885 -1.05863 -0.35710  H1 1.084, N2 1.303, N8 1.381
4 C 0.84940 0.24394 -0.67514  N2 1.390, O5 1.363, C7 1.540
5 O -0.27902 0.92024 -1.03044  C4 1.363, N8 1.405
6 O 1.78903 1.30939 1.47215  C7 1.161
7 C 1.03374 0.81549 0.74248  C4 1.540, O6 1.161
8 N -1.27668 0.22181 -0.33076  C3 1.381, O5 1.405
9 H -0.50906 0.55964 0.81024  no bonds

HOMO-LUMO gap (spin up / spin down) ... 8.97 / 8.97 eV
Charge ... 0
Highest occupied orbital energy (spin up / spin down) ... -0.365 / -0.366 hartree

=====

#2
The following is a quantum chemistry calculation of C3H2N2O2 in the gas phase, from OMol25.

Last columns: bonded neighbours and bond lengths (Å).
Cartesian coordinates (Å):
1 O 1.26445 -0.81060 1.35372  C4 1.220
2 H -0.95610 0.44521 -0.32739  N5 0.951
3 N -0.94170 1.81277 2.25839  C8 1.345
4 C 0.31913 -0.18379 0.90346  O1 1.220, N5 1.277, C8 1.497
5 N -0.30394 -0.23661 -0.21009  H2 0.951, C4 1.277, C9 1.477
6 H -0.43398 -0.09128 -2.26443  C9 1.034
7 O 1.25663 -1.05154 -2.07580  C9 1.285
8 C -0.41579 0.61872 1.93078  N3 1.345, C4 1.497
9 C 0.21129 -0.50289 -1.56865  N5 1.477, H6 1.034, O7 1.285

HOMO-LUMO gap ... 9.92 eV
Charge ... 0
Highest occupied orbital energy ... -0.413 hartree
SMILES string ... N#CC(=O)NC=O

=====

Stability summary: most stable #2, least stable #1.

=====

#1
The following is a quantum chemistry calculation of a 2-piece molecular cluster, C3H2N2O2 overall, from OMol25.

Last columns: bonded neighbours and bond lengths (Å).
Cartesian coordinates (Å):
1 H -1.46227 -2.15848 -1.66885  N7 0.988
2 C 0.02284 -2.42369 -0.22325  N7 1.202, O9 1.158
3 O -3.48866 -0.87630 -0.94808  C8 1.189
4 H -1.46443 2.08793 1.22345  N5 1.009
5 N -1.50367 1.92864 0.22813  H4 1.009, C6 1.232
6 C -2.14506 0.96318 -0.18802  N5 1.232, C8 1.301
7 N -1.02861 -2.34804 -0.80165  H1 0.988, C2 1.202
8 C -2.83938 -0.13306 -0.28568  O3 1.189, C6 1.301
9 O 0.77344 -2.58750 0.64294  C2 1.158

HOMO-LUMO gap ... 7.38 eV
Charge ... 0
Highest occupied orbital energy ... -0.321 hartree
SMILES string ... N=C=C=O.N=C=O

=====

#2
The following is a quantum chemistry calculation of a 2-piece molecular cluster, C3H2N2O2 overall, from OMol25.

Last columns: bonded neighbours and bond lengths (Å).
Cartesian coordinates (Å):
1 C -0.62425 1.05314 -1.02778  N4 1.285, H7 1.079, N9 1.374
2 O 1.05447 -0.16747 -1.45068  N4 1.411, C8 1.324
3 H -0.78530 0.17201 0.96602  N9 1.014
4 N 0.20757 0.82923 -1.98102  C1 1.285, O2 1.411
5 O 0.96194 -2.09581 2.55089  C6 1.134
6 C 0.22425 -1.30667 2.20726  O5 1.134
7 H -1.42080 1.77727 -1.10438  C1 1.079
8 C 0.72679 -0.51914 -0.21688  O2 1.324, N9 1.351
9 N -0.34466 0.25746 0.05657  C1 1.374, H3 1.014, C8 1.351

HOMO-LUMO gap ... 10.45 eV
Charge ... 0
Highest occupied orbital energy ... -0.359 hartree

=====

Stability summary: most stable #2, least stable #1.

=====

#1
The following is a quantum chemistry calculation of C3H2N2O2 in the gas phase, from OMol25.

Last columns: bonded neighbours and bond lengths (Å).
Cartesian coordinates (Å):
1 O -0.30371 2.44942 -0.12461  C6 1.342
2 N -2.96977 -0.77032 -0.13478  C3 1.221
3 C -1.84731 -0.32978 0.05957  N2 1.221, C9 1.471
4 H 1.87302 -1.79283 -0.46434  O5 0.965
5 O 1.66709 -0.89636 -0.17136  H4 0.965, N7 1.313
6 C 0.20025 1.21837 0.05578  O1 1.342, H8 1.246, C9 1.461
7 N 0.41114 -1.07732 0.16642  O5 1.313, C9 1.255
8 H 1.36279 1.31371 0.49410  C6 1.246
9 C -0.39349 -0.11489 0.11922  C3 1.471, C6 1.461, N7 1.255

HOMO-LUMO gap ... 9.02 eV
Charge ... 0
Highest occupied orbital energy ... -0.389 hartree
SMILES string ... N#C/C(C=O)=N/O

=====

#2
The following is a quantum chemistry calculation of C3H2N2O2 in the gas phase, from OMol25.

Last columns: bonded neighbours and bond lengths (Å).
Cartesian coordinates (Å):
1 O -0.22504 -1.53671 -0.07073  C5 1.234
2 H 2.67266 0.94743 -0.28632  C8 1.104
3 O -2.59828 -0.24628 -0.80393  C6 1.194
4 N 1.98918 -0.95131 0.24634  C8 1.237
5 C -0.36874 -0.31593 0.03929  O1 1.234, C6 1.527, N9 1.325
6 C -1.79653 0.21775 -0.05087  O3 1.194, C5 1.527, H7 1.093
7 H -2.06987 0.99407 0.66808  C6 1.093
8 C 1.86502 0.25669 0.01211  H2 1.104, N4 1.237, N9 1.405
9 N 0.53160 0.63428 0.24603  C5 1.325, C8 1.405

HOMO-LUMO gap (spin up / spin down) ... 7.27 / 7.26 eV
Charge ... 0
Highest occupied orbital energy (spin up / spin down) ... -0.375 / -0.375 hartree

=====

#3
The following is a quantum chemistry calculation of C3H2N2O2 in the gas phase, from OMol25.

Last columns: bonded neighbours and bond lengths (Å).
Cartesian coordinates (Å):
1 C -0.96417 -1.05387 0.04073  O4 1.212, N8 1.274, H9 1.206
2 C 1.13490 -0.00031 0.16731  O5 1.222, N6 1.506, N8 1.481
3 C -1.02715 1.12339 -0.11604  O4 1.349, N6 1.258, H7 1.126
4 O -1.65837 -0.06861 -0.08570  C1 1.212, C3 1.349
5 O 2.29914 0.04932 -0.20213  C2 1.222
6 N 0.18016 1.16233 0.23485  C2 1.506, C3 1.258
7 H -1.59394 2.08947 -0.23481  C3 1.126
8 N 0.29933 -1.21824 0.06199  C1 1.274, C2 1.481
9 H -1.75014 -1.95904 -0.09246  C1 1.206

HOMO-LUMO gap ... 9.94 eV
Charge ... 0
Highest occupied orbital energy ... -0.362 hartree
SMILES string ... O=c1ncocn1

=====

Stability summary: most stable #3, least stable #1.